Entry from the Open Molecules 2025 dataset: a structure of composition C6H12O at a distorted geometry (wB97M-V/def2-TZVPD).

Element x y z (Å)
C1 -1.642 0.805 -0.418
C2 0.201 0.130 1.182
H1 0.299 -0.372 2.147
C3 1.961 0.840 -0.623
H2 -1.980 1.600 0.254
H3 -0.933 1.240 -1.136
C4 -1.047 -0.336 0.427
C5 -0.634 -1.472 -0.441
H4 -0.738 -2.526 -0.302
H5 2.745 0.426 -1.268
H6 1.195 1.285 -1.263
O1 0.794 -1.285 -0.670
H7 -1.959 -1.523 -0.927
H8 0.202 1.210 1.374
C6 1.353 -0.270 0.231
H9 2.179 -0.714 0.821
H10 -2.494 0.417 -0.984
H11 2.411 1.633 -0.014
H12 -1.895 -0.799 0.947

The energy relative to the best compared isomer or geometry (same formula, charge and spin) is 76.7 kcal per mole. The calculation puts the electronic energy at -8461.0273 eV. For the frontier orbital gap, the calculation gives 9.83 eV.

---

Entry from the Open Molecules 2025 dataset: an isolated molecule of C30H34N4O2 at a distorted geometry (wB97M-V/def2-TZVPD).

Element x y z (Å)
N1 4.932 -1.634 -0.442
H1 -2.490 2.260 -0.496
H2 -0.116 1.445 -1.469
C1 1.365 -0.812 -0.724
C2 0.795 4.843 -0.052
H3 -1.513 -3.416 -0.270
H4 0.470 -1.289 -1.118
H5 -6.873 -1.640 -0.619
H6 -3.561 -3.732 -1.461
C3 -2.470 -1.573 0.186
H7 -2.314 -3.381 1.296
H8 -6.410 -0.769 0.858
H9 4.964 2.042 0.570
H10 6.205 0.130 1.297
H11 0.245 6.110 1.591
N2 -4.851 -1.619 -0.256
H12 -6.052 0.162 -2.031
H13 -5.232 1.796 0.382
C4 3.766 -0.920 -0.448
C5 5.057 1.230 -0.158
H14 5.101 -3.149 -1.888
C6 6.242 0.339 0.221
C7 0.675 3.547 -0.632
C8 3.770 0.485 -0.221
H15 -0.706 3.809 3.972
H16 5.845 -3.484 -0.305
O1 1.105 3.236 -1.751
N3 -0.337 4.158 1.915
N4 0.023 2.588 0.167
C9 1.328 0.522 -0.298
H17 -0.454 -1.241 0.874
C10 -3.689 0.501 -0.299
H18 6.448 -0.776 -1.615
H19 7.185 0.851 0.013
H20 -3.697 -4.784 -0.055
C11 -6.122 0.361 -0.956
C12 2.558 1.158 -0.073
C13 -0.986 4.501 3.172
C14 2.464 -3.044 -0.904
C15 0.249 5.121 1.146
C16 -0.005 1.283 -0.378
C17 -2.415 -3.065 0.248
H21 5.270 1.708 -1.129
C18 -2.482 1.185 -0.305
C19 -4.912 -3.034 0.053
H22 -5.082 -3.179 1.136
C20 6.218 -0.970 -0.550
C21 3.694 -3.764 -0.370
H23 2.349 -3.249 -1.980
H24 1.565 -3.441 -0.419
O2 -1.009 2.003 2.186
H25 3.723 -4.790 -0.741
C22 -3.639 -3.740 -0.369
C23 -1.327 -0.800 0.386
H26 -2.076 4.474 3.046
C24 -0.478 2.847 1.470
C25 4.963 -3.045 -0.794
H27 2.599 2.222 0.150
H28 -7.066 0.876 -0.773
C26 2.526 -1.572 -0.673
C27 -4.954 1.251 -0.534
H29 -4.778 2.012 -1.302
C28 -6.135 -0.951 -0.196
C29 -3.691 -0.912 -0.111
C30 -1.271 0.528 -0.050
H30 1.328 5.586 -0.630
H31 3.650 -3.805 0.723
H32 -5.782 -3.442 -0.476
H33 -0.683 5.517 3.433
H34 6.980 -1.663 -0.170

The energy relative to the best compared isomer or geometry (same formula, charge and spin) is 12.3 kcal per mole. The calculation puts the electronic energy at -41718.7090 eV. For the frontier orbital gap, the calculation gives 7.32 eV. As for the SMILES: Cn1ccc(=O)n(C(c2cc3c4c(c2)CCCN4CCC3)c2cc3c4c(c2)CCCN4CCC3)c1=O.

---

Entry from the Open Molecules 2025 dataset: a cluster of 2 separate species, C14H16 in total at a distorted geometry (wB97M-V/def2-TZVPD).

Element x y z (Å)
H1 1.877 3.987 -0.004
C1 -2.502 -0.673 -0.064
C2 -1.132 -2.498 0.768
C3 1.300 1.072 -0.858
C4 2.806 -0.633 -0.014
C5 2.006 -0.120 -1.019
H2 3.255 -1.566 -0.100
C6 -1.036 -2.014 -1.536
H3 -4.254 0.153 -0.878
C7 -2.017 -1.442 0.940
H4 0.376 -3.291 -0.408
H5 1.860 -0.731 -1.920
C8 -1.934 -0.951 -1.314
H6 0.291 1.295 -1.153
H7 -2.219 -0.303 -2.162
C9 2.868 1.456 1.036
H8 -2.395 -1.379 1.949
H9 -3.289 1.317 -0.022
H10 3.096 2.138 1.837
H11 -4.282 0.233 0.878
H12 -0.848 -3.033 1.624
C10 3.069 0.083 1.134
H13 3.609 -0.345 2.014
C11 -3.619 0.257 0.014
C12 1.879 1.957 0.145
H14 0.232 3.473 0.070
C13 1.178 3.271 0.413
C14 -0.502 -2.659 -0.424
H15 -0.668 -2.366 -2.466
H16 0.998 3.314 1.521

The energy relative to the best compared isomer or geometry (same formula, charge and spin) is 49.8 kcal per mole. The calculation puts the electronic energy at -14775.6043 eV. For the frontier orbital gap, the calculation gives 9.47 eV. As for the SMILES: Cc1ccccc1.Cc1ccccc1.

---

Entry from the Open Molecules 2025 dataset: a cluster of 15 separate species, H30O15 in total at a distorted geometry (wB97M-V/def2-TZVPD).

Element x y z (Å)
H1 19.654 -8.791 -2.699
O1 19.977 -10.193 -5.402
H2 19.122 -6.576 -7.758
H3 18.634 -7.050 -6.484
O2 20.218 -6.516 -4.282
O3 19.593 -3.736 -6.587
O4 17.508 -5.711 -4.160
O5 21.363 -4.065 -3.603
O6 18.021 -8.401 -5.721
H4 19.177 -7.462 -2.949
H5 18.498 -9.200 -5.565
H6 21.183 -8.999 -2.685
H7 21.898 -4.215 -2.827
H8 19.536 -6.171 -4.770
H9 17.875 -6.532 -3.768
H10 21.312 -4.921 -3.987
O7 16.797 -4.126 -6.426
H11 17.193 -8.694 -6.044
H12 20.042 -4.210 -0.723
H13 20.096 -10.176 -4.468
H14 20.960 -7.786 -6.736
H15 19.348 -4.689 -6.768
H16 22.599 -8.696 -4.115
O8 18.573 -3.097 -3.868
O9 20.350 -9.463 -2.779
O10 21.715 -7.796 -6.184
O11 22.891 -9.591 -4.200
H17 23.069 -9.658 -5.146
H18 16.700 -4.024 -7.387
H19 18.317 -7.454 -1.680
H20 19.222 -3.383 -4.524
H21 17.413 -4.786 -6.160
H22 17.120 -5.335 -3.368
H23 22.209 -6.969 -6.392
O12 18.341 -7.808 -2.583
H24 19.468 -3.310 -7.459
O13 20.111 -5.059 -1.078
O14 19.216 -6.335 -6.839
H25 20.874 -6.836 -4.925
H26 23.479 -6.368 -4.276
H27 17.942 -3.811 -3.889
O15 23.451 -5.724 -4.934
H28 24.238 -5.173 -4.868
H29 20.755 -9.704 -5.654
H30 20.426 -5.093 -1.975

The energy relative to the best compared isomer or geometry (same formula, charge and spin) is 50.4 kcal per mole. The calculation puts the electronic energy at -31199.4812 eV. For the frontier orbital gap, the calculation gives 9.36 eV.

---

Among the records above, which one has the lowest electronic energy? C30H34N4O2

---

Which of these has the highest frontier orbital gap? C6H12O